This record from the OMol25 dataset describes C12H20Br2InN4S4 as an isolated structure. The level of theory is ωB97M-V/def2-TZVPD.

Last column: Löwdin charge in e.
Geometry (Å):
In1 -0.74937 -0.78908 -0.55726  0.414
C1 -0.67903 2.43271 -0.06674  -0.175
C2 0.48262 2.21170 -1.02658  -0.172
N1 0.21293 1.05128 -1.88470  -0.097
C3 1.43133 0.48646 -2.46958  -0.133
C4 2.23680 -0.23455 -1.41224  -0.264
C5 3.58540 -0.50171 -1.56011  0.017
C6 4.22925 -1.22090 -0.56220  -0.007
C7 3.51589 -1.64378 0.54762  0.014
C8 2.16584 -1.33741 0.62303  -0.256
C9 1.31206 -1.85292 1.76144  -0.122
N2 -0.07378 -1.37543 1.74654  -0.091
C10 -0.35648 -0.21736 2.60693  -0.168
C11 -0.02499 1.08672 1.89713  -0.180
N3 -0.91904 1.23531 0.74493  -0.111
N4 1.56816 -0.63473 -0.33033  0.036
H1 -1.58296 2.63495 -0.64230  0.083
H2 -0.46794 3.29948 0.56651  0.137
H3 1.39496 2.01225 -0.46364  0.120
H4 0.64160 3.12002 -1.61318  0.140
H5 -0.43199 1.31968 -2.62105  0.144
H6 2.05205 1.25257 -2.94438  0.139
H7 1.14477 -0.24282 -3.23256  0.136
H8 4.12084 -0.16780 -2.43817  0.130
H9 5.28069 -1.45669 -0.65460  0.125
H10 3.98913 -2.22398 1.32824  0.130
H11 1.80493 -1.61849 2.71069  0.139
H12 1.30203 -2.94007 1.65994  0.143
H13 -0.67887 -2.13826 2.02645  0.136
H14 0.19508 -0.27473 3.54962  0.133
H15 -1.42455 -0.22461 2.83488  0.109
H16 1.00650 1.06090 1.54358  0.116
H17 -0.12555 1.92298 2.59555  0.140
H18 -1.87689 1.27276 1.09484  0.036
Br1 -4.34636 0.44241 1.79274  0.613
C12 -5.44958 1.01568 0.32077  -1.036
Br2 -4.54033 2.31385 -0.77473  0.604
H19 -6.33087 1.49014 0.73174  0.005
H20 -5.68471 0.14920 -0.28333  -0.018
S1 -3.20573 -1.22824 -1.06951  -0.027
S2 -2.98896 -2.53669 -2.60587  -0.053
S3 -1.75747 -3.96943 -1.80153  -0.057
S4 0.02261 -2.98133 -1.66861  0.030

Calculated values
gap between HOMO and LUMO: 7.453 eV
energy: -207326.3760 eV
energy above the lowest of the compared OMol25 structures with the same formula, charge and spin: 55.55 kJ/mol
net charge: +1
highest occupied orbital energy: -0.3764 hartree


This record from the OMol25 dataset describes C34H38BBr51NO7P as an isolated structure. The level of theory is ωB97M-V/def2-TZVPD.

Last column: Löwdin charge in e.
Geometry (Å):
C1 0.44808 1.31040 1.53695  -0.261
C2 1.47611 2.12460 0.67481  -0.287
C3 1.94406 1.32513 -0.62207  -0.280
O1 3.21057 0.71697 -0.32746  -0.143
C4 3.25917 -0.55031 -1.05510  -0.171
C5 2.65728 -1.61144 -0.11019  -0.013
C6 1.59828 -2.39978 -0.44229  -0.003
C7 0.88710 -2.38500 -1.81105  -0.195
C8 -0.55742 -2.36695 -1.80560  0.004
C9 -1.41851 -2.31292 -2.97359  -0.151
C10 -0.61425 -2.29655 -4.24636  -0.146
C11 0.81276 -2.36192 -4.08824  -0.162
N1 1.57425 -2.39699 -2.98146  0.061
C12 1.08265 -3.41130 0.62614  -0.271
O2 0.67936 -4.47943 0.27065  0.043
C13 1.17905 -2.97371 2.12048  -0.126
C14 0.04485 -3.43145 3.05662  -0.119
P1 -0.17478 -5.29589 3.15595  0.538
O3 -0.67482 -5.68523 4.49854  -0.306
O4 -1.31823 -5.83219 2.04818  -0.250
O5 1.25211 -6.07017 2.88132  -0.143
C15 2.24108 -2.20229 2.42609  0.019
B1 2.45670 -1.63201 3.90858  -0.403
C16 2.90607 -2.54774 5.13512  -0.003
O6 2.25878 -0.24079 4.09558  0.098
C17 3.25069 -1.82247 1.32109  -0.257
O7 4.40775 -1.66593 1.57092  0.156
H1 0.76491 0.24598 1.67333  0.075
H2 -0.60689 1.38452 1.15718  -0.086
H3 0.43186 1.78278 2.55556  0.006
H4 2.39836 2.28140 1.28001  0.115
H5 1.02684 3.08441 0.31115  -0.070
H6 1.12222 0.60151 -0.85299  0.121
H7 2.00953 2.05951 -1.46756  -0.002
H8 2.68464 -0.39102 -1.98939  0.058
H9 4.34277 -0.74769 -1.24937  0.105
H10 -1.05779 -2.38799 -0.80935  0.116
H11 -2.50912 -2.30822 -2.89492  -0.016
H12 -1.08899 -2.24318 -5.23424  0.004
H13 1.38399 -2.38705 -5.04957  0.103
H14 -0.92959 -3.05298 2.63450  0.117
H15 0.08656 -3.07357 4.10718  0.108
H16 -1.93786 -5.11672 1.83415  0.073
H17 1.00704 -6.94906 2.52923  0.061
H18 2.26050 -2.37930 6.03891  0.081
H19 2.81423 -3.63465 4.88323  0.071
H20 3.96462 -2.37046 5.44414  0.080
H21 3.08851 0.13975 4.43163  0.115
C18 5.64946 -0.18827 -4.60263  -1.587
Br1 4.15673 -1.30064 -4.09149  0.682
Br2 7.08669 -0.27450 -3.31223  0.587
Br3 6.26930 -0.56145 -6.39876  0.596
H22 5.28719 0.83401 -4.60628  -0.029
C19 0.84721 -8.09521 -1.61997  -1.599
Br4 -0.26047 -7.37829 -0.21263  0.682
Br5 2.38412 -6.97286 -1.96402  0.584
Br6 1.35917 -9.92953 -1.27259  0.599
H23 0.24813 -8.09847 -2.52485  -0.122
C20 -1.96632 -9.65720 -4.83405  -1.609
Br7 -3.27239 -9.55532 -6.25498  0.576
Br8 -0.44568 -8.50939 -5.17385  0.583
Br9 -2.75685 -9.30482 -3.10499  0.579
H24 -1.59739 -10.67655 -4.81430  -0.025
C21 -1.20105 3.91660 2.96618  -1.484
Br10 -1.43179 3.06962 1.24586  0.737
Br11 -1.99471 2.87723 4.38969  0.578
Br12 0.65472 4.32430 3.32298  0.660
H25 -1.73264 4.86158 2.92844  -0.020
C22 -4.14210 4.28201 7.31073  -1.584
Br13 -5.54533 4.40656 5.98526  0.543
Br14 -2.70674 5.53045 6.96125  0.545
Br15 -4.83353 4.46687 9.10591  0.613
H26 -3.72064 3.28567 7.23357  -0.034
C23 0.54806 3.65997 -3.62879  -1.540
Br16 1.95159 4.50455 -4.65576  0.545
Br17 0.33768 1.79583 -4.10319  0.598
Br18 0.81178 3.88659 -1.72717  0.755
H27 -0.37974 4.15939 -3.88418  -0.026
C24 -4.42913 -0.67006 -5.85985  -1.560
Br19 -3.18511 -1.70994 -4.79885  0.845
Br20 -3.69710 -0.23532 -7.59677  0.578
Br21 -6.15524 -1.53267 -6.00263  0.573
H28 -4.58487 0.26713 -5.33707  -0.026
C25 -8.75613 2.94206 4.37603  -1.628
Br22 -8.42192 1.14043 4.98889  0.576
Br23 -9.38689 2.97458 2.54826  0.566
Br24 -9.94731 3.89702 5.56474  0.520
H29 -7.80508 3.46427 4.39220  -0.108
C26 -2.05379 5.48794 11.69260  -1.645
Br25 -3.10556 6.03543 13.21948  0.561
Br26 -0.60663 6.71958 11.33795  0.560
Br27 -1.41857 3.66908 11.87422  0.554
H30 -2.71119 5.51347 10.82905  -0.099
C27 -5.57711 3.38904 0.45580  -1.600
Br28 -4.18473 4.24579 -0.57440  0.549
Br29 -5.78511 1.52789 -0.02344  0.567
Br30 -5.30152 3.61341 2.35670  0.538
H31 -6.50809 3.88684 0.20826  -0.031
C28 4.65571 -11.55431 -2.41569  -1.638
Br31 4.29298 -13.33407 -3.07724  0.566
Br32 6.01102 -11.56206 -1.03825  0.572
Br33 5.09627 -10.33217 -3.84687  0.565
H32 3.74201 -11.19090 -1.96069  -0.118
C29 4.39198 -7.00755 -6.10702  -1.631
Br34 5.72713 -7.73313 -7.30360  0.566
Br35 4.90047 -5.27045 -5.42722  0.554
Br36 2.64190 -6.97291 -6.92750  0.548
H33 4.32963 -7.67619 -5.25481  -0.077
C30 -6.80340 8.24163 5.19669  -1.585
Br37 -8.20323 6.96855 5.60356  0.500
Br38 -5.33789 8.12919 6.45679  0.550
Br39 -6.19388 8.07762 3.36805  0.568
H34 -7.23437 9.23105 5.30028  -0.028
C31 4.46377 6.92096 -7.47958  -1.598
Br40 4.74861 5.12196 -6.83127  0.529
Br41 3.83385 6.93330 -9.30602  0.585
Br42 3.29899 7.92586 -6.30698  0.578
H35 5.42771 7.41751 -7.47194  -0.023
C32 5.21521 6.71841 -2.88833  -1.639
Br43 4.37544 8.12159 -1.85759  0.563
Br44 7.08571 7.08484 -3.21197  0.564
Br45 4.95182 4.98138 -2.08342  0.548
H36 4.72361 6.69767 -3.85594  -0.096
C33 8.22864 1.59282 -8.95452  -1.642
Br46 8.40631 0.54296 -10.56828  0.566
Br47 9.85850 2.54149 -8.53025  0.569
Br48 6.70739 2.78291 -9.03635  0.532
H37 8.04493 0.89865 -8.14234  -0.099
C34 -10.79114 7.52113 8.77098  -1.605
Br49 -10.54069 9.42290 8.53157  0.570
Br50 -11.33278 6.65870 7.12749  0.515
Br51 -9.22884 6.67994 9.53845  0.563
H38 -11.60185 7.39341 9.47910  -0.029

Calculated values
gap between HOMO and LUMO: 8.363 eV
energy: -3633821.2055 eV
net charge: 0
highest occupied orbital energy: -0.3452 hartree


This record from the OMol25 dataset describes an isolated ion of composition C6H10N and charge +1. The level of theory is ωB97M-V/def2-TZVPD.

Last column: Löwdin charge in e.
Geometry (Å):
C1 1.18529 -1.95089 1.57846  -0.005
C2 1.39242 -0.71980 1.13913  0.033
C3 0.64595 -0.51223 -0.59521  -0.047
N1 -0.76632 -0.86786 -0.48148  0.162
C4 -0.33595 0.56755 -0.68439  -0.310
C5 -0.58461 1.82630 0.07847  -0.039
C6 -0.89258 1.79825 -1.43078  0.006
H1 1.57777 -2.29499 2.45996  0.035
H2 0.57745 -2.79662 1.13500  0.101
H3 1.78884 0.17119 1.52354  0.072
H4 1.27979 -0.91015 -1.35317  0.133
H5 -1.22318 -1.38074 -1.21708  0.173
H6 -1.10362 -1.18513 0.49763  0.209
H7 0.11889 2.46040 0.48224  0.097
H8 -1.50946 1.71101 0.59607  0.110
H9 -2.01781 1.72470 -1.79849  0.167
H10 -0.13288 2.35901 -1.92990  0.101

Calculated values
structure (SMILES): C=C[C@H]1[NH2+]C12CC2
gap between HOMO and LUMO: 11.482 eV
energy: -7862.6804 eV
energy above the lowest of the compared OMol25 structures with the same formula, charge and spin: 353.88 kJ/mol
net charge: +1
highest occupied orbital energy: -0.5359 hartree


This record from the OMol25 dataset describes C22H52F3Li2N3O4 as an isolated structure. The level of theory is ωB97M-V/def2-TZVPD.

Last column: Löwdin charge in e.
Geometry (Å):
Li1 -4.65156 1.44897 -18.75081  0.306
Li2 -3.36871 1.65271 -20.11236  0.287
O1 -3.30217 1.77174 -18.72767  -0.405
H1 -2.86763 2.45401 -18.17975  0.018
O2 -4.76918 1.47472 -20.17787  -0.493
H2 -5.23535 0.80591 -20.71631  -0.045
C1 -8.11137 2.07738 -18.62790  -0.022
C2 -6.63603 1.76741 -18.95272  -0.287
N1 -5.66689 2.24816 -17.93013  -0.222
C3 -5.85256 1.31500 -16.77583  -0.208
C4 -4.60991 1.37482 -15.85223  -0.075
C5 -5.80839 3.63687 -17.44414  -0.203
C6 -5.57685 4.55181 -18.63661  -0.048
H3 -8.46540 1.54090 -17.74759  0.070
H4 -8.76498 1.84283 -19.46807  0.082
H5 -8.36961 3.12241 -18.45665  0.076
H6 -6.49464 0.74356 -19.29889  0.105
H7 -6.40295 2.29713 -19.87639  0.011
H8 -6.74438 1.53076 -16.18744  0.111
H9 -5.99282 0.26843 -17.04628  0.125
H10 -3.66909 1.15687 -16.35766  0.062
H11 -4.45950 2.32349 -15.33697  0.066
H12 -4.64413 0.64248 -15.04563  0.070
H13 -5.05975 3.97944 -16.72981  0.116
H14 -6.76186 3.79785 -16.94107  0.114
H15 -5.86792 5.54692 -18.30024  0.086
H16 -6.17964 4.21054 -19.47820  0.044
H17 -4.52653 4.57958 -18.92674  0.091
C7 -6.27686 -0.65365 -21.00138  -0.045
C8 -4.98096 -1.41240 -21.34074  -0.193
N2 -5.09453 -2.61386 -22.18208  -0.143
C9 -5.83669 -3.69268 -21.51457  -0.227
C10 -5.58846 -5.05917 -22.18973  -0.082
C11 -5.55760 -2.28794 -23.51606  -0.256
C12 -4.47943 -1.76507 -24.37025  -0.081
H18 -6.81570 -0.25414 -21.86053  0.072
H19 -6.04719 0.24923 -20.43556  -0.018
H20 -6.95296 -1.20952 -20.35176  0.133
H21 -4.20293 -0.79550 -21.79040  0.021
H22 -4.53772 -1.65460 -20.37483  0.079
H23 -5.51014 -3.70202 -20.47467  0.113
H24 -6.89047 -3.42018 -21.45633  0.109
H25 -6.04250 -5.89347 -21.65504  0.065
H26 -5.95168 -5.08017 -23.21722  0.055
H27 -4.54852 -5.37176 -22.28406  0.071
H28 -6.37453 -1.56663 -23.53703  0.083
H29 -5.87710 -3.21163 -23.99858  0.111
H30 -4.72583 -1.83732 -25.42957  0.085
H31 -3.51853 -2.27334 -24.29012  0.084
H32 -4.22330 -0.72685 -24.15909  0.051
C13 -3.93311 1.89731 -22.93277  -0.061
C14 -2.48339 1.79916 -22.50275  -0.175
N3 -2.30653 1.21923 -21.14731  -0.225
C15 -0.91776 1.41598 -20.65090  -0.214
C16 -0.92009 2.77760 -20.03991  -0.093
C17 -2.54838 -0.21016 -21.25715  -0.235
C18 -2.87291 -0.84124 -19.95728  -0.086
H33 -4.53858 2.38929 -22.17155  0.045
H34 -4.44906 0.95018 -23.09036  0.045
H35 -4.05953 2.51389 -23.82269  0.106
H36 -1.86904 1.30233 -23.25364  0.124
H37 -2.07512 2.80567 -22.41132  0.110
H38 -0.66049 0.76333 -19.81665  0.120
H39 -0.12115 1.32104 -21.38881  0.125
H40 -1.50201 2.85999 -19.12193  0.052
H41 0.08224 2.88958 -19.62651  0.082
H42 -1.18261 3.60568 -20.69829  0.080
H43 -1.85288 -0.78825 -21.86558  0.154
H44 -3.53189 -0.29204 -21.71986  0.016
H45 -2.94399 -1.92469 -20.05307  0.105
H46 -3.82811 -0.48477 -19.57176  0.071
H47 -2.13576 -0.58132 -19.19757  0.091
C19 -6.41227 3.01358 -21.32955  -0.057
C20 -6.48247 1.54554 -21.55760  -0.341
O3 -7.62335 1.15511 -22.32632  0.041
C21 -7.44202 0.60461 -23.56774  -0.285
O4 -6.35938 0.60853 -24.19967  0.126
C22 -8.68995 0.05791 -24.22412  -0.574
F1 -9.72626 -0.07283 -23.41226  0.189
F2 -8.99665 0.79980 -25.25240  0.209
F3 -8.43620 -1.17861 -24.72862  0.145
H48 -5.97793 3.47150 -22.21823  0.112
H49 -5.72641 3.23158 -20.51091  0.057
H50 -7.35805 3.46810 -21.03455  0.121
H51 -6.57905 0.99081 -20.62431  0.016
H52 -5.55331 1.06536 -21.86452  0.081

Calculated values
gap between HOMO and LUMO: 8.383 eV
energy: -44861.3680 eV
energy above the lowest of the compared OMol25 structures with the same formula, charge and spin: 2206.72 kJ/mol
net charge: 0
highest occupied orbital energy: -0.2961 hartree


This record from the OMol25 dataset describes C16H19BN6TeV as an isolated structure. The level of theory is ωB97M-V/def2-TZVPD.

Last column: Löwdin spin population.
Geometry (Å):
H1 1.07081 3.44871 -0.09569  0.001
N1 0.74926 1.82947 -1.41571  -0.011
B1 0.20704 0.37739 -3.46184  0.001
N2 0.60477 1.72769 -2.81502  0.005
C1 0.73925 2.94605 -3.34668  0.004
V1 0.57415 0.21001 -0.45834  0.748
H2 0.65771 3.04508 -4.42278  0.000
C2 0.95843 3.87605 -2.32671  0.003
H3 1.08337 4.93572 -2.43744  0.000
C3 0.95891 3.15065 -1.12767  0.000
H4 0.12451 0.46412 -4.65117  0.000
C4 -1.97531 -2.14207 2.15936  0.001
H5 -1.27653 -2.86945 2.58404  0.000
H6 -1.38980 -1.34407 1.67725  0.001
H7 -2.61964 -2.62408 1.41272  0.000
N3 -1.14952 -0.03451 -2.82627  0.000
N4 1.22262 -0.71221 -3.03639  0.006
N5 -1.26555 -0.18789 -1.45697  -0.008
N6 1.47532 -0.94170 -1.66946  -0.005
C5 -2.33217 -0.29169 -3.40679  -0.003
C6 1.88298 -1.62608 -3.75715  0.001
H8 -2.42869 -0.22072 -4.47886  0.000
H9 1.79646 -1.59128 -4.83226  0.000
C7 -3.24593 -0.61381 -2.40771  -0.001
C8 2.57835 -2.47822 -2.89562  0.000
C9 -2.54528 -0.54003 -1.19561  -0.001
C10 2.30674 -2.02605 -1.59797  0.003
H10 -4.27856 -0.86591 -2.54033  0.000
H11 3.18371 -3.31793 -3.17750  0.000
H12 -2.88828 -0.71609 -0.18820  0.000
H13 2.61871 -2.38818 -0.63071  0.002
H14 -2.56276 -1.68223 2.94571  0.000
Te1 2.02901 0.36233 1.58887  0.220
C11 0.99196 0.27891 3.48442  0.026
C12 0.89294 -0.93174 4.18553  0.003
C13 0.26773 -0.94381 5.44363  0.001
C14 -0.23133 0.24474 5.99238  -0.005
C15 -0.12361 1.44874 5.28346  0.001
C16 0.48760 1.46976 4.02058  0.004
H15 1.30266 -1.84320 3.74640  0.002
H16 0.17781 -1.88308 5.99371  0.000
H17 -0.70118 0.23389 6.97840  0.000
H18 -0.51162 2.37391 5.71288  0.000
H19 0.58295 2.39281 3.44751  0.002

Calculated values
multiplicity: 2
gap between HOMO and LUMO (spin up / spin down): 5.919 / 5.672 eV
energy: -59482.8795 eV
net charge: +2
highest occupied orbital energy (spin up / spin down): -0.5481 / -0.5475 hartree


This record from the OMol25 dataset describes one molecule with the formula C4H6N4. The level of theory is ωB97M-V/def2-TZVPD.

Last column: Löwdin charge in e.
Geometry (Å):
C1 -1.32184 -1.11989 0.07662  -0.043
C2 0.00482 -0.78924 0.34050  -0.254
N1 1.11198 -1.33915 -0.11303  0.025
N2 1.96369 -0.45856 -0.25866  -0.024
C3 1.61847 1.04906 -0.02469  -0.115
C4 0.07820 0.84070 0.52578  -0.228
N3 -1.16944 1.14289 -0.28572  -0.120
N4 -2.05495 0.03062 -0.21255  -0.019
H1 -1.44203 -2.10962 -0.26690  0.099
H2 2.27624 1.45598 0.89779  0.127
H3 1.70284 1.83340 -1.03283  0.158
H4 -0.36257 1.27444 1.57791  0.160
H5 -0.77465 1.83801 -1.09466  0.174
H6 -2.63654 0.19344 0.49910  0.059

Calculated values
structure (SMILES): C1=C2N=NC[C@H]2NN1
gap between HOMO and LUMO: 8.533 eV
energy: -10198.5450 eV
energy above the lowest of the compared OMol25 structures with the same formula, charge and spin: 713.48 kJ/mol
net charge: 0
highest occupied orbital energy: -0.3190 hartree